1.
Here is 2 unconnected molecules or ions with the total composition C3H7IN3 at a distorted geometry from the Open Molecules 2025 dataset. Energies are from the ωB97M-V functional and the def2-TZVPD basis.

Cartesian coordinates (Å):
I1 -0.414 3.743 -1.018
H1 -1.216 -2.762 -0.029
C1 0.428 1.129 0.151
H2 1.566 1.663 1.984
H3 -1.680 -1.523 -1.786
H4 1.278 -0.080 1.686
H5 2.319 0.740 0.722
C2 -0.500 -0.822 -0.299
H6 -1.020 0.101 -1.990
N1 -0.188 1.782 -0.624
N2 -1.009 -0.745 -1.524
H7 -0.310 -2.117 1.212
C3 1.415 0.833 1.158
N3 -0.670 -1.942 0.355

Computed properties:
Total charge ... +1
Lowest unoccupied orbital energy ... -4.83 eV
DFT total energy ... -580.127375 a.u.
Energy relative to the best compared isomer or geometry (same formula, charge and spin) ... 51.26 kcal/mol
Gap between HOMO and LUMO ... 8.410 eV

natural (NBO) atomic charge list, values in e, 4 entries: 0.49, 0.40, 0.55, 0.28

***

2.
Here is a gas-phase ion, C3H7IN3 (charge +1) at a distorted geometry from the Open Molecules 2025 dataset. Energies are from the ωB97M-V functional and the def2-TZVPD basis.

Cartesian coordinates (Å):
N1 0.319 0.791 -0.341
N2 0.996 0.841 -2.643
H1 -1.675 -0.960 2.840
H2 -0.789 0.183 -2.003
H3 -0.478 0.438 2.857
N3 -0.321 -0.866 1.327
I1 0.025 -3.101 1.155
H4 -0.645 1.865 -2.263
H5 1.305 -0.057 -2.823
C1 -0.606 -0.654 2.758
H6 1.828 1.568 -2.804
C2 -0.078 1.006 -1.931
C3 -0.032 -0.041 0.486
H7 0.152 -1.013 3.384

Computed properties:
Total charge ... +1
Lowest unoccupied orbital energy ... -6.55 eV
DFT total energy ... -580.092233 a.u.
Energy relative to the best compared isomer or geometry (same formula, charge and spin) ... 73.32 kcal/mol
SMILES ... C[N+](I)=C=NCN
Gap between HOMO and LUMO ... 7.540 eV

natural (NBO) atomic charge list, values in e, 4 entries: -0.37, -0.76, 0.25, 0.21

***

3.
Here is a gas-phase ion, C3H7IN3 (charge +1) at a distorted geometry from the Open Molecules 2025 dataset. Energies are from the ωB97M-V functional and the def2-TZVPD basis.

Cartesian coordinates (Å):
N1 0.325 0.086 0.152
N2 -2.238 -2.496 -0.230
C1 1.730 2.078 -0.088
H1 -0.145 -2.320 0.031
H2 -3.137 -2.045 -0.166
H3 2.384 2.081 -0.934
H4 -2.071 -3.534 -0.090
N3 -1.152 -0.564 0.119
H5 -0.540 1.749 -0.553
I1 -2.924 0.482 0.022
C2 0.440 1.270 -0.183
H6 2.437 1.684 0.664
H7 1.299 3.066 0.252
C3 -1.191 -1.847 0.033

Computed properties:
Total charge ... +1
Lowest unoccupied orbital energy ... -4.91 eV
DFT total energy ... -580.134784 a.u.
Energy relative to the best compared isomer or geometry (same formula, charge and spin) ... 46.62 kcal/mol
SMILES ... C/C=N/N(I)C=[NH2+]
Gap between HOMO and LUMO ... 9.173 eV

natural (NBO) atomic charge list, values in e, 4 entries: -0.19, -0.72, -0.67, 0.27

***

4.
Here is 2 unconnected molecules or ions with the total composition C3H7INO at a distorted geometry from the Open Molecules 2025 dataset. Energies are from the ωB97M-V functional and the def2-TZVPD basis.

Cartesian coordinates (Å):
H1 0.666 -1.258 0.803
H2 0.141 1.082 0.514
N1 0.353 -0.920 -0.060
C1 -0.830 0.501 -1.452
C2 -0.532 0.223 0.003
I1 1.990 0.697 2.868
H3 -0.216 1.269 -1.856
H4 0.925 -2.294 -1.493
H5 -1.561 0.015 0.540
C3 0.393 -1.346 -1.273
O1 -0.293 -0.698 -2.186
H6 3.388 0.052 2.316
H7 -1.819 0.556 -1.783

Computed properties:
Total charge ... +1
Lowest unoccupied orbital energy ... -4.08 eV
DFT total energy ... -545.905133 a.u.
Energy relative to the best compared isomer or geometry (same formula, charge and spin) ... 12.99 kcal/mol
Gap between HOMO and LUMO ... 9.544 eV

natural (NBO) atomic charge list, values in e, 4 entries: 0.46, 0.27, -0.50, -0.09

***

5.
Here is 2 unconnected molecules or ions with the total composition C3H7IOS2 at a distorted geometry from the Open Molecules 2025 dataset. Energies are from the ωB97M-V functional and the def2-TZVPD basis.

Cartesian coordinates (Å):
O1 2.782 0.056 2.124
S1 2.380 -0.763 1.014
C1 -2.648 -0.046 -0.885
H1 -3.052 -0.532 -0.016
H2 4.095 -2.195 2.034
C2 -1.774 1.088 -0.569
H3 0.162 0.222 -0.224
H4 -2.251 2.032 -0.445
H5 -2.339 -0.796 -1.751
H6 -0.151 1.987 0.121
C3 -0.558 1.038 -0.103
H7 -3.463 0.359 -1.375
I1 3.534 0.308 -1.045
S2 3.283 -2.759 1.119

Computed properties:
Total charge ... 0
Lowest unoccupied orbital energy ... -1.59 eV
DFT total energy ... -1287.725903 a.u.
Energy relative to the best compared isomer or geometry (same formula, charge and spin) ... 20.65 kcal/mol
Gap between HOMO and LUMO ... 8.026 eV

natural (NBO) atomic charge list, values in e, 4 entries: -0.87, 1.06, -0.66, 0.23

***

6.
Here is C3H7N in the gas phase at a distorted geometry from the Open Molecules 2025 dataset. Energies are from the ωB97M-V functional and the def2-TZVPD basis.

Cartesian coordinates (Å):
C1 -0.599 -0.894 0.515
H1 -0.908 -1.514 -0.390
C2 -0.018 0.462 0.318
H2 1.474 -1.113 0.209
H3 -0.413 1.136 1.006
H4 -0.993 0.595 -1.700
C3 -0.107 0.999 -1.178
N1 0.818 -0.608 0.663
H5 0.786 0.552 -1.729
H6 -0.072 2.115 -1.288
H7 -1.261 -0.924 1.322

Computed properties:
Total charge ... 0
Lowest unoccupied orbital energy ... 1.31 eV
DFT total energy ... -173.175145 a.u.
Energy relative to the best compared isomer or geometry (same formula, charge and spin) ... 42.00 kcal/mol
SMILES ... C[C@H]1CN1
Gap between HOMO and LUMO ... 10.076 eV

natural (NBO) atomic charge list, values in e, 4 entries: -0.25, 0.18, -0.05, 0.38

***

7.
Here is C3H7N in the gas phase at a distorted geometry from the Open Molecules 2025 dataset. Energies are from the ωB97M-V functional and the def2-TZVPD basis.

Cartesian coordinates (Å):
H1 1.632 -1.194 0.463
H2 1.508 1.297 0.477
H3 0.715 -1.252 -1.137
N1 -1.511 -0.017 -0.296
H4 -2.043 0.801 0.004
C1 -0.251 -0.046 0.456
H5 -2.088 -0.792 -0.033
C2 0.885 -0.736 -0.201
H6 0.614 1.270 -1.102
H7 -0.300 -0.076 1.544
C3 0.839 0.745 -0.176

Computed properties:
Total charge ... 0
Lowest unoccupied orbital energy ... 1.29 eV
DFT total energy ... -173.221950 a.u.
Energy relative to the best compared isomer or geometry (same formula, charge and spin) ... 12.63 kcal/mol
SMILES ... NC1CC1
Gap between HOMO and LUMO ... 10.834 eV

natural (NBO) atomic charge list, values in e, 4 entries: 0.21, 0.21, 0.23, -0.82

***

8.
Here is 2 unconnected molecules or ions with the total composition C3H7N at a distorted geometry from the Open Molecules 2025 dataset. Energies are from the ωB97M-V functional and the def2-TZVPD basis.

Cartesian coordinates (Å):
H1 -1.109 0.310 -1.766
H2 0.478 -1.723 -0.263
H3 -1.570 -0.147 0.392
C1 -0.979 0.611 -0.704
H4 -0.657 -0.298 1.297
N1 0.355 0.482 -0.315
C2 0.567 0.063 1.002
C3 1.029 -0.786 -0.156
H5 1.218 0.648 1.673
H6 2.019 -0.791 -0.625
H7 -1.351 1.631 -0.536

Computed properties:
Total charge ... 0
Lowest unoccupied orbital energy ... 1.28 eV
DFT total energy ... -173.118149 a.u.
Energy relative to the best compared isomer or geometry (same formula, charge and spin) ... 77.77 kcal/mol
Gap between HOMO and LUMO ... 10.490 eV

natural (NBO) atomic charge list, values in e, 4 entries: 0.21, 0.19, 0.07, -0.32